C26H39CrO16 as an isolated structure in a non-equilibrium geometry, computed with the ωB97M-V functional and the def2-TZVPD basis.

Structure (XYZ):
```
82
Properties=species:S:1:pos:R:3:forces:R:3
Cr -0.739 2.657 0.546 0.6 -0.2 1.1
C 1.359 1.049 -2.585 -1.3 0.5 1.0
C 0.565 1.595 -1.372 0.7 -0.4 0.2
O 1.004 1.950 -0.277 5.4 0.8 2.1
O -0.639 1.713 -1.352 -5.0 -1.4 -4.6
H 2.392 1.397 -2.615 -0.2 0.0 -0.1
H 0.718 1.406 -3.391 0.6 0.1 -0.5
H 1.289 -0.039 -2.598 0.2 -0.1 0.1
C -4.663 2.524 2.069 1.3 1.0 -0.3
C -3.211 2.624 1.461 0.7 -1.1 -0.2
O -2.141 2.632 2.114 -0.5 0.6 3.5
O -2.989 2.603 0.249 -3.1 -0.2 -2.5
H -5.137 1.558 1.895 0.2 0.1 -0.3
H -5.200 3.331 1.571 -0.4 -0.3 -0.2
H -4.709 2.758 3.132 0.4 -0.2 0.1
C -0.667 6.836 -0.004 1.2 -0.8 1.1
C -0.563 5.296 0.240 -0.2 -0.7 -1.2
O 0.092 4.681 1.084 2.6 2.3 4.0
O -1.095 4.495 -0.526 -3.1 0.6 -4.0
H 0.143 7.115 -0.677 0.0 -0.1 -0.2
H -0.379 7.266 0.955 -0.3 0.4 0.0
H -1.586 7.266 -0.402 -0.1 -0.6 0.2
O -1.863 -3.717 -4.002 -0.3 -1.0 -0.7
C -1.917 -2.519 -4.033 0.9 -2.1 0.4
O -1.611 -1.866 -2.951 1.4 0.9 1.8
C -1.921 -0.503 -3.091 -2.0 2.2 1.2
C -2.718 -0.410 -4.357 -0.7 0.8 -0.9
C -2.231 -1.623 -5.131 -1.0 0.9 -0.1
H -1.234 0.343 -3.064 1.5 -1.1 0.1
H -2.497 -0.220 -2.210 -0.3 -0.2 0.1
H -2.470 0.530 -4.852 -0.2 -0.1 -0.2
H -3.800 -0.434 -4.230 0.0 -0.1 0.2
H -1.284 -1.302 -5.566 -0.2 -0.7 -0.9
H -3.025 -2.128 -5.680 0.6 0.4 -0.9
O 3.622 -6.446 -3.351 -2.0 0.7 0.1
C 2.670 -5.703 -3.168 0.5 -0.9 0.7
O 1.434 -6.096 -2.718 0.7 -1.9 -0.8
C 0.626 -5.008 -2.316 0.8 1.4 0.7
C 1.188 -3.801 -3.115 -1.0 -1.1 0.7
C 2.684 -4.221 -3.214 -1.3 1.3 -0.5
H 0.851 -4.881 -1.257 0.1 0.3 0.3
H -0.453 -5.158 -2.319 0.2 -0.4 -0.9
H 0.852 -2.919 -2.568 0.9 0.3 0.0
H 0.609 -3.764 -4.038 0.6 -0.1 -0.4
H 3.195 -3.878 -2.314 0.3 0.2 -0.3
H 3.142 -3.898 -4.149 0.3 0.2 0.4
O -0.758 0.227 1.181 -1.5 -3.5 1.1
C -1.314 -0.864 1.456 5.1 3.5 -3.8
O -2.348 -0.999 2.150 -3.1 2.4 2.9
C -3.089 -2.158 1.923 -1.1 0.1 1.6
C -2.308 -2.892 0.925 2.2 -2.0 -2.2
C -0.882 -2.220 0.979 -1.0 0.1 -0.1
H -4.076 -1.810 1.618 0.0 -0.3 -0.3
H -3.211 -2.583 2.919 0.0 -0.6 -0.1
H -2.756 -2.848 -0.067 0.2 0.6 -0.1
H -2.141 -3.967 0.997 -0.5 -0.1 0.8
H -0.251 -2.194 0.091 -0.5 -0.1 0.0
H -0.277 -2.599 1.803 -0.1 -0.5 0.0
O 3.323 -1.802 -1.313 -1.1 -0.4 0.9
C 2.996 -1.361 -0.228 2.4 1.1 -2.4
O 2.059 -1.831 0.563 -0.7 -1.9 -0.8
C 2.240 -1.324 1.843 0.0 0.7 1.7
C 2.836 0.000 1.640 1.1 3.1 -1.0
C 3.681 -0.128 0.349 -1.3 -1.3 0.9
H 2.979 -1.881 2.420 -0.4 -0.9 0.1
H 1.282 -1.183 2.342 0.1 -0.6 0.0
H 3.441 0.374 2.465 -0.2 -0.1 0.2
H 2.062 0.726 1.390 -0.1 0.1 0.3
H 4.719 -0.398 0.539 0.1 0.3 -0.2
H 3.532 0.648 -0.403 0.3 0.2 0.4
O 0.434 2.217 2.349 3.9 1.2 6.0
C 1.085 2.456 3.434 -4.6 -1.8 -4.3
O 2.240 3.098 3.462 0.1 0.1 -2.8
C 2.917 3.108 4.658 -1.2 0.2 1.6
C 1.916 2.409 5.613 0.8 0.2 2.1
C 0.668 1.990 4.856 1.3 -0.2 -0.8
H 2.972 4.149 4.974 0.5 0.1 -0.1
H 3.920 2.687 4.580 -0.2 -0.2 -0.1
H 1.745 3.146 6.397 -0.4 -0.2 0.2
H 2.348 1.542 6.111 0.2 0.1 0.0
H -0.313 2.274 5.239 0.2 0.7 -0.4
H 0.634 0.903 4.918 -0.1 -0.1 -0.6
```
Positions in Å, forces in eV/Å.

Summary:
<S²>: 6.006
Total charge: -1
Multiplicity: 5
Frontier orbital gap (spin up / spin down), eV: 4.570 / 6.962

=====

A 4-piece molecular cluster, C26H39F2N4Si overall in a non-equilibrium geometry, computed with the ωB97M-V functional and the def2-TZVPD basis.

Structure (XYZ):
```
72
Properties=species:S:1:pos:R:3:forces:R:3
C -2.755 -3.117 5.795 0.0 0.4 -0.1
C -3.842 -2.679 6.048 0.3 -0.1 -0.1
C -5.171 -2.193 6.379 -0.1 -0.1 -0.2
C -5.629 -0.983 5.562 0.5 0.6 0.1
C -4.609 0.197 5.482 -0.7 -0.5 0.0
C -4.236 0.509 4.036 0.9 1.0 0.6
C -3.208 -0.484 3.509 -0.4 -0.1 0.0
N -2.546 0.275 2.400 -0.7 0.4 0.1
C -2.243 1.587 3.071 -0.4 0.0 0.9
C -1.648 2.658 2.142 0.2 0.0 0.7
F -2.574 3.639 1.974 -0.1 0.1 -0.3
F -1.481 2.085 0.916 0.1 -0.2 -0.2
C -0.364 3.275 2.683 0.4 0.6 -0.5
C 0.751 3.368 1.631 0.4 -0.5 0.4
Si 1.691 1.735 1.314 -0.3 -0.1 -0.7
C 1.038 0.335 2.427 -0.2 0.4 -0.3
C 3.527 1.920 1.582 -0.1 0.0 0.4
C 1.274 1.196 -0.451 0.3 -0.1 0.8
C 1.178 -0.156 -0.778 0.0 0.3 0.0
C 0.840 -0.538 -2.061 -0.2 -0.8 0.1
C 0.596 0.398 -3.039 -0.1 0.4 -0.4
C 0.707 1.742 -2.736 0.0 0.0 0.1
C 1.039 2.124 -1.449 -0.1 0.4 -0.3
C -3.552 1.923 3.781 -0.9 -1.4 -0.3
H -1.767 -3.407 5.543 0.1 -0.3 0.1
H -5.863 -3.009 6.182 -0.2 -0.1 0.2
H -5.192 -1.976 7.443 -0.1 0.1 0.2
H -6.538 -0.595 6.010 -0.2 -0.1 0.0
H -5.882 -1.294 4.552 -0.1 -0.2 -0.1
H -3.731 -0.062 6.071 0.2 0.2 0.0
H -5.079 1.066 5.932 0.1 0.2 0.0
H -5.146 0.538 3.444 -0.1 -0.5 -0.2
H -3.661 -1.425 3.220 0.3 -0.1 -0.5
H -2.422 -0.677 4.229 0.0 -0.1 0.3
H -1.707 -0.141 1.997 -0.1 -0.1 -0.1
H -3.262 0.450 1.691 0.4 -0.2 -0.4
H -1.580 1.309 3.881 0.7 0.1 -0.3
H 0.002 2.774 3.572 -0.1 -0.3 0.1
H -0.617 4.284 3.000 -0.2 0.1 0.1
H 0.360 3.775 0.705 -0.1 0.0 -0.2
H 1.495 4.078 1.986 0.0 0.2 0.1
H 0.236 -0.161 1.875 0.0 -0.1 -0.1
H 1.804 -0.412 2.614 0.1 -0.1 0.1
H 0.622 0.683 3.371 0.2 0.0 0.2
H 3.969 2.773 1.073 0.0 0.1 -0.2
H 3.726 2.041 2.648 0.0 0.1 0.1
H 4.061 1.022 1.287 0.0 -0.1 -0.2
H 1.367 -0.917 -0.035 0.0 -0.1 0.1
H 0.748 -1.589 -2.285 0.1 -0.1 -0.1
H 0.316 0.108 -4.040 0.0 -0.2 -0.1
H 0.521 2.498 -3.479 0.0 0.1 -0.2
H 1.094 3.187 -1.260 0.1 0.1 0.2
H -3.421 2.449 4.714 0.2 0.4 0.0
H -4.230 2.427 3.107 0.1 0.7 0.1
C 4.443 -1.077 -3.664 0.0 0.1 0.1
C 3.464 -2.126 -3.418 -0.1 -0.2 0.0
N 2.683 -2.949 -3.233 0.1 0.1 -0.1
H 4.025 -0.341 -4.347 0.0 0.0 0.0
H 4.710 -0.587 -2.729 0.0 0.0 0.0
H 5.336 -1.504 -4.116 0.0 0.0 0.0
C 2.404 -2.792 -7.189 -0.1 -0.1 0.0
C 3.629 -2.016 -7.047 -0.2 -0.2 -0.1
N 4.599 -1.415 -6.940 0.2 0.1 0.0
H 1.641 -2.189 -7.677 0.0 0.0 0.0
H 2.598 -3.674 -7.797 0.0 0.0 0.0
H 2.045 -3.101 -6.208 0.0 0.0 0.0
C 5.217 -2.104 -10.804 0.0 0.0 0.0
C 4.256 -3.165 -10.531 0.1 0.1 0.0
N 3.503 -3.999 -10.300 -0.1 0.0 0.1
H 4.781 -1.378 -11.487 0.0 0.0 0.0
H 5.486 -1.606 -9.874 0.0 0.0 0.0
H 6.113 -2.526 -11.257 0.0 0.0 0.0
```
Positions in Å, forces in eV/Å.

Summary:
Total charge: +1
Multiplicity: 1
Frontier orbital gap, eV: 8.880

=====

One molecule with the formula C26H39N3O7, computed with the ωB97M-V functional and the def2-TZVPD basis.

Structure (XYZ):
```
75
Properties=species:S:1:pos:R:3:forces:R:3
C -5.391 -2.867 0.622 0.4 0.1 -0.2
C -3.994 -3.219 0.111 -0.2 -0.6 0.2
C -4.080 -4.203 -1.055 0.2 0.3 0.1
C -3.133 -3.779 1.243 0.0 0.2 -0.3
O -3.462 -1.948 -0.345 -0.1 0.1 0.0
C -2.221 -1.862 -0.829 0.1 0.3 0.1
O -1.441 -2.783 -0.994 0.0 -0.4 -0.2
N -1.914 -0.575 -1.087 -0.3 0.4 -0.1
C -0.724 -0.137 -1.782 0.2 0.2 0.0
C -1.026 1.230 -2.443 0.3 -0.2 -0.3
O -2.021 1.953 -1.770 -0.3 0.1 0.1
C -1.572 2.686 -0.630 0.0 0.1 0.2
C -2.790 3.088 0.155 0.1 0.0 -0.1
C -3.386 2.181 1.024 0.0 0.1 0.0
C -4.533 2.525 1.717 0.0 -0.1 0.1
C -5.095 3.779 1.551 -0.1 0.0 0.0
C -4.507 4.687 0.688 -0.1 0.1 0.0
C -3.362 4.341 -0.009 0.1 -0.1 0.0
C 0.493 -0.069 -0.825 -0.4 -0.3 -0.4
O 1.126 0.955 -0.641 0.2 0.4 0.1
N 0.770 -1.250 -0.270 0.1 -0.5 0.2
C 1.804 -1.470 0.714 0.3 -0.2 0.4
C 1.179 -2.097 1.975 -0.1 0.2 -0.4
O 2.062 -2.142 3.055 0.4 -0.1 0.3
C 2.907 -2.395 0.131 -0.4 0.4 -0.3
O 3.881 -2.703 1.086 0.4 0.0 0.3
C 3.463 -1.795 -1.156 0.1 -0.2 0.1
C 4.918 -1.820 -1.472 -0.1 -0.1 -0.1
C 4.248 -0.495 -1.200 0.0 0.1 -0.1
C 4.604 0.245 0.044 0.0 0.0 -0.3
O 5.028 -0.326 1.053 0.1 -0.2 0.3
N 4.480 1.576 0.026 0.1 0.0 0.2
C 3.918 2.406 -1.027 -0.3 0.1 -0.6
C 3.986 3.825 -0.462 0.0 -0.1 0.0
C 3.874 3.596 1.043 0.1 0.0 -0.1
C 4.721 2.346 1.237 0.1 0.0 0.5
H -5.320 -2.150 1.436 0.0 0.1 0.1
H -5.979 -2.423 -0.177 -0.1 0.0 -0.1
H -5.892 -3.761 0.979 0.0 -0.1 0.0
H -4.552 -5.123 -0.723 -0.1 -0.1 0.0
H -3.085 -4.432 -1.428 0.0 -0.1 0.0
H -4.670 -3.775 -1.863 -0.1 0.0 -0.1
H -3.024 -3.039 2.032 0.0 0.1 0.1
H -3.606 -4.666 1.655 -0.1 -0.1 0.1
H -2.147 -4.046 0.873 0.0 -0.1 0.0
H -2.631 0.135 -0.986 0.0 -0.2 0.0
H -0.468 -0.872 -2.558 0.0 0.1 0.1
H -1.422 1.067 -3.449 0.1 0.0 0.1
H -0.093 1.803 -2.507 -0.1 -0.1 0.0
H -0.907 2.070 -0.016 0.0 0.1 -0.1
H -1.012 3.569 -0.968 0.0 -0.1 0.1
H -2.947 1.203 1.162 0.1 -0.1 0.0
H -4.988 1.813 2.390 0.0 -0.1 0.1
H -5.989 4.048 2.093 -0.1 0.0 0.0
H -4.942 5.667 0.555 0.0 0.1 0.0
H -2.908 5.049 -0.687 0.1 0.1 -0.1
H 0.177 -2.044 -0.507 0.0 0.2 -0.1
H 2.240 -0.498 0.970 -0.1 -0.1 0.0
H 0.816 -3.106 1.719 -0.1 0.1 0.0
H 0.324 -1.493 2.294 0.0 -0.1 -0.1
H 2.888 -2.539 2.726 -0.2 0.1 0.0
H 2.435 -3.355 -0.128 0.0 0.1 0.0
H 4.434 -1.892 1.216 -0.1 -0.1 -0.1
H 2.778 -1.928 -1.986 0.1 0.1 0.0
H 5.236 -2.036 -2.481 0.0 0.1 -0.1
H 5.583 -2.192 -0.706 0.0 0.0 0.1
H 4.043 0.133 -2.054 0.0 -0.1 0.0
H 2.881 2.110 -1.208 0.2 0.1 -0.1
H 4.494 2.311 -1.952 -0.1 0.0 0.0
H 4.948 4.282 -0.699 0.0 0.0 0.0
H 3.193 4.457 -0.855 0.0 0.0 -0.1
H 2.837 3.389 1.309 0.0 0.0 0.1
H 4.232 4.438 1.631 0.0 0.0 0.1
H 5.786 2.592 1.311 -0.1 0.0 0.1
H 4.445 1.752 2.110 0.1 0.1 -0.1
```
Positions in Å, forces in eV/Å.

Summary:
Multiplicity: 1
Frontier orbital gap, eV: 9.671
SMILES: CC(C)(C)OC(=O)N[C@@H](COCc1ccccc1)C(=O)N[C@@H](CO)[C@H](O)[C@@H]1C[C@@H]1C(=O)N1CCCC1

=====

Number 1: calculated total energy -88777.190 eV. Number 2: calculated total energy -46860.263 eV. Number 3: calculated total energy -46399.375 eV.